(1)
Here is an isolated molecule of C7H14O5Se from the Open Molecules 2025 dataset. Energies are from ωB97M-V/def2-TZVPD.

ORCA input file:
```
! wB97M-V def2-TZVPD RIJCOSX def2/J DEFGRID3
* xyz 0 1
Se 2.80 0.38 0.50
O -1.90 2.99 0.45
O 1.95 -2.20 -0.98
O 0.32 1.35 0.47
O -0.85 -3.01 0.39
O -2.33 -1.14 0.98
C -1.01 -0.74 0.86
C 1.28 1.40 -1.88
C 1.18 -1.87 0.14
C -2.01 1.68 0.94
C 1.34 1.17 -0.40
C -0.23 -1.77 0.00
C -1.00 0.73 0.24
H 2.86 -2.37 -0.74
H -0.58 -0.69 1.94
H 2.25 1.72 -2.36
H -2.59 -1.77 0.29
H -0.52 -3.19 1.34
H -0.49 -1.84 -1.00
H 3.71 1.63 0.26
H 1.53 -2.31 1.03
H 0.71 2.35 -2.14
H 0.87 0.55 -2.47
H -1.00 3.23 0.25
H -1.89 1.67 2.00
H -1.36 0.66 -0.77
H -3.02 1.40 0.69
*
```

As for the energy above the lowest of the compared OMol25 structures with the same formula, charge and spin: 80.6 kcal/mol.

These are the natural (NBO) partial charges, in e, on atoms 1 to 2: 0.054 -0.718


(2)
Here is a structure of composition C7H14PPbS from the Open Molecules 2025 dataset. Energies are from ωB97M-V/def2-TZVPD.

ORCA input file:
```
! wB97M-V def2-TZVPD RIJCOSX def2/J DEFGRID3
* xyz 1 1
Pb -0.24 -0.09 -2.21
S 1.28 -1.28 0.95
P -2.54 -0.82 0.64
C 1.34 2.00 -2.17
C -1.09 2.43 -2.24
C 0.60 -0.78 2.53
C -1.23 1.66 -1.11
C 1.15 1.27 -1.02
C 0.19 2.46 -2.89
C 1.89 -2.90 1.41
H -1.90 3.02 -2.71
H -2.13 1.70 -0.47
H 0.44 0.30 2.49
H -2.65 -0.67 2.06
H -3.88 -0.36 0.41
H 1.91 -3.50 0.49
H 2.33 2.25 -2.57
H 2.91 -2.80 1.82
H 0.32 2.99 -3.83
H 1.22 -3.37 2.14
H -0.33 -1.32 2.71
H 1.96 1.02 -0.34
H 1.34 -1.00 3.32
H -2.90 -2.20 0.61
*
```

These are the natural (NBO) partial charges, in e, on atoms 1 to 2: 1.246 0.157


(3)
Here is an isolated molecule of C7H14S from the Open Molecules 2025 dataset. Energies are from ωB97M-V/def2-TZVPD.

ORCA input file:
```
! wB97M-V def2-TZVPD RIJCOSX def2/J DEFGRID3
* xyz 0 1
S -0.61 2.00 0.73
C 0.85 1.55 -0.19
C -1.77 -1.33 -0.44
C 0.35 -0.33 1.42
C -0.48 -0.45 -0.96
C -0.63 0.13 -2.37
C 1.52 0.41 2.27
C 0.06 0.41 0.19
H 1.16 1.35 2.65
H 1.03 -1.36 1.29
H -1.71 -1.64 0.68
H -2.85 -0.80 -0.58
H -1.84 -2.30 -0.98
H 1.92 1.80 0.07
H 1.62 -0.22 3.14
H -0.92 -0.80 -3.07
H -0.45 -0.57 2.09
H 0.35 -1.12 -1.22
H 0.74 1.69 -1.18
H 0.38 0.33 -2.76
H 2.51 0.24 1.62
H -1.25 1.03 -2.42
*
```

As for the energy above the lowest of the compared OMol25 structures with the same formula, charge and spin: 65.1 kcal/mol.

These are the natural (NBO) partial charges, in e, on atoms 1 to 2: 0.109 -0.491


(4)
Here is a cluster of 2 separate species, C7H14Si in total from the Open Molecules 2025 dataset. Energies are from ωB97M-V/def2-TZVPD.

ORCA input file:
```
! wB97M-V def2-TZVPD RIJCOSX def2/J DEFGRID3
* xyz 0 1
Si 0.78 0.29 -0.89
C 1.80 0.12 0.76
C 0.68 -1.47 -1.56
C -2.05 1.38 -0.07
C 1.73 1.41 -2.04
C -0.98 0.89 -0.34
C -2.02 -1.25 1.76
C -2.35 -0.11 2.28
H -2.76 -2.06 2.03
H 2.47 1.06 -2.74
H 0.24 -1.51 -2.60
H -2.77 1.77 0.60
H -1.67 0.78 1.96
H 1.06 2.04 -2.69
H -3.18 0.13 3.02
H 0.25 -2.18 -0.91
H 2.30 2.04 -1.46
H 2.50 0.91 1.07
H 1.22 -0.04 1.67
H 2.41 -0.78 0.70
H 1.67 -1.99 -1.57
H -1.34 -1.42 1.03
*
```

As for the energy above the lowest of the compared OMol25 structures with the same formula, charge and spin: 41.0 kcal/mol.

These are the natural (NBO) partial charges, in e, on atoms 1 to 2: 1.577 -1.090


(5)
Here is a structure of composition C7H15B4O4PTl from the Open Molecules 2025 dataset. Energies are from ωB97M-V/def2-TZVPD.

ORCA input file:
```
! wB97M-V def2-TZVPD RIJCOSX def2/J DEFGRID3
* xyz 3 1
Tl 1.60 -3.78 -1.08
P 1.63 -1.22 -0.88
O -1.30 -1.08 -0.54
O -2.20 1.05 0.21
O -0.27 0.92 -1.27
O -3.20 -1.52 2.37
C -4.80 -1.49 0.39
C 4.02 -0.85 0.63
C -0.85 3.23 -0.31
C 2.54 -0.43 0.52
C 0.78 3.50 1.77
C 0.03 3.44 0.82
C 2.35 -0.71 -2.52
B -3.40 -1.15 1.12
B -1.13 1.67 -0.44
B -2.20 -0.30 0.17
B -0.16 -0.36 -0.89
H 4.13 -1.93 0.73
H -2.44 -2.12 2.51
H 4.38 -0.45 1.58
H -4.65 -2.46 -0.10
H 3.07 -1.42 -2.91
H 2.47 0.66 0.40
H -4.99 -0.77 -0.41
H 4.66 -0.46 -0.15
H 2.72 0.31 -2.42
H -5.61 -1.54 1.13
H 1.35 3.29 2.65
H -1.76 3.79 -0.12
H 2.05 -0.74 1.45
H -0.32 3.59 -1.20
H 1.50 -0.68 -3.21
*
```

These are the Löwdin partial charges, in e, on atoms 1 to 2: 1.048 0.830


(6)
Here is a structure of composition C7H15BHfO7P from the Open Molecules 2025 dataset. Energies are from ωB97M-V/def2-TZVPD.

ORCA input file:
```
! wB97M-V def2-TZVPD RIJCOSX def2/J DEFGRID3
* xyz 3 1
Hf 2.09 -4.20 -0.67
P 0.94 0.61 -0.31
O 0.77 3.21 -1.66
O -1.72 3.62 2.60
O -2.40 1.44 3.32
O -0.15 -3.81 -0.40
O -1.41 2.52 -0.48
O 3.11 -1.97 -2.17
O 0.75 -2.42 -2.28
C 1.83 -1.08 -0.10
C 0.16 1.75 2.35
C -1.35 2.33 2.74
C 1.91 -1.86 -1.57
C -0.30 -2.90 -1.37
C 0.00 0.47 1.34
C -1.83 -2.29 -1.61
B -0.01 2.23 -0.84
H 1.31 -1.82 0.63
H -3.00 1.08 2.59
H 0.59 1.33 3.38
H -2.62 -3.16 -1.61
H 2.95 -0.86 0.21
H -1.93 -1.72 -2.64
H -2.12 -1.59 -0.70
H -1.16 0.40 1.06
H 2.02 1.36 0.28
H 0.91 2.58 2.00
H 0.93 2.77 -2.55
H 0.22 -0.50 1.97
H -0.15 -0.13 -0.95
H -2.01 1.88 -0.97
H 1.65 0.74 -1.59
*
```

These are the natural (NBO) partial charges, in e, on atoms 1 to 2: 2.012 0.401


(7)
Here is the ion C7H15FIN2 with charge +1 from the Open Molecules 2025 dataset. Energies are from ωB97M-V/def2-TZVPD.

ORCA input file:
```
! wB97M-V def2-TZVPD RIJCOSX def2/J DEFGRID3
* xyz 1 1
I 0.45 3.78 0.56
F -2.25 -1.44 1.26
N -0.89 -1.14 1.13
N 0.86 0.77 -0.71
C 1.23 -0.55 -1.15
C 1.18 -1.69 -0.11
C -0.89 2.49 -0.35
C -2.28 2.94 -0.58
C -0.24 -2.13 0.27
C 2.05 -1.37 1.11
C -0.51 1.12 -0.60
H -0.91 0.45 0.27
H -2.95 2.52 0.18
H 1.48 1.18 -0.04
H -0.21 -3.11 0.75
H 2.06 -2.21 1.80
H -0.53 -1.17 2.08
H 1.70 -0.49 1.64
H -0.85 -2.22 -0.63
H -2.65 2.60 -1.55
H -1.06 0.71 -1.46
H 0.61 -0.81 -2.01
H 1.62 -2.56 -0.62
H 3.07 -1.20 0.79
H -2.37 4.02 -0.52
H 2.26 -0.47 -1.50
*
```

These are the natural (NBO) partial charges, in e, on atoms 1 to 2: 0.407 -0.242


(8)
Here is a cluster of 5 separate species, C7H15FN4O11 in total from the Open Molecules 2025 dataset. Energies are from ωB97M-V/def2-TZVPD.

ORCA input file:
```
! wB97M-V def2-TZVPD RIJCOSX def2/J DEFGRID3
* xyz 0 1
F 3.47 -0.45 2.65
O 0.04 1.27 -1.40
O -0.04 3.27 1.53
O 3.12 -0.63 0.40
O -0.33 0.22 -3.32
O 2.04 -2.18 -0.87
O 0.99 -0.83 0.59
O -1.37 -0.57 3.22
O -1.46 4.52 2.58
O 2.06 -0.14 -5.61
O -1.96 -2.57 3.91
O 3.44 -1.71 -6.05
N -0.52 0.39 -2.06
N -1.18 3.63 1.83
N 2.85 -1.03 -5.24
N -2.17 -1.49 3.41
C 2.05 -1.31 -0.05
C 2.87 -1.22 -3.76
C -2.33 3.02 1.09
C -3.55 -1.38 2.79
C -1.48 -0.54 -1.36
C 1.35 -0.12 1.69
C 2.86 0.09 1.62
H -2.32 -0.60 -2.07
H 3.19 1.12 1.51
H 1.09 -0.71 2.57
H 3.62 -1.97 -3.52
H -1.82 0.02 -0.49
H -4.27 -1.26 3.60
H -3.84 -2.38 2.45
H 3.13 -0.23 -3.40
H -3.27 3.27 1.59
H -0.94 -1.47 -1.21
H 1.86 -1.49 -3.45
H 0.76 0.80 1.77
H -2.16 1.95 1.06
H -2.32 3.41 0.07
H -3.46 -0.68 1.96
*
```

As for the energy above the lowest of the compared OMol25 structures with the same formula, charge and spin: 17.7 kcal/mol.

These are the natural (NBO) partial charges, in e, on atoms 1 to 2: -0.312 -0.363


(9)
Here is the ion C7H15INO5 with charge +1 from the Open Molecules 2025 dataset. Energies are from ωB97M-V/def2-TZVPD.

ORCA input file:
```
! wB97M-V def2-TZVPD RIJCOSX def2/J DEFGRID3
* xyz 1 1
I -1.23 1.99 -2.83
O -0.43 -0.85 0.32
O -1.90 -1.46 -1.18
O 2.35 -1.28 1.33
O 2.14 0.03 -0.81
O -0.08 2.12 1.25
N 0.12 -0.65 -2.58
C -2.38 0.71 -0.15
C -1.34 -0.30 -0.62
C -0.48 0.38 -1.71
C 0.89 1.08 1.09
C 0.15 -0.22 1.46
C 1.11 -1.24 2.09
C 1.45 1.09 -0.31
H 1.34 -0.76 3.05
H 2.10 -0.66 -0.17
H 1.68 1.15 1.88
H -0.19 2.56 2.06
H 2.85 -2.13 1.64
H 0.00 -0.43 -3.62
H -2.79 0.45 0.79
H 1.08 -0.82 -2.39
H -1.89 1.60 -0.09
H 0.68 -2.14 2.30
H -3.15 0.81 -0.99
H -0.52 -1.52 -2.51
H -0.50 0.15 2.25
H -2.65 -1.73 -0.60
H 1.62 2.06 -0.93
*
```

As for the energy above the lowest of the compared OMol25 structures with the same formula, charge and spin: 21.6 kcal/mol.

These are the natural (NBO) partial charges, in e, on atoms 1 to 2: 0.207 -0.566


(10)
Here is a cluster of 2 separate species, C7H15N in total from the Open Molecules 2025 dataset. Energies are from ωB97M-V/def2-TZVPD.

ORCA input file:
```
! wB97M-V def2-TZVPD RIJCOSX def2/J DEFGRID3
* xyz 0 1
N 1.15 1.52 -0.10
C -1.08 0.45 1.86
C -0.67 1.76 1.98
C 0.83 0.21 -0.23
C 1.93 -0.50 -2.34
C -2.39 0.07 1.23
C 1.02 -0.72 -1.16
C 0.47 -2.11 -1.01
H 1.43 -0.79 -3.27
H -0.02 2.03 2.80
H 0.42 1.92 0.79
H 2.82 -1.12 -2.26
H 2.24 0.54 -2.43
H -0.68 -0.28 2.56
H -2.74 0.84 0.55
H -0.11 -2.22 -0.10
H 1.28 -2.85 -0.99
H -3.15 -0.08 1.99
H -2.29 -0.86 0.66
H -1.36 2.55 1.69
H 1.04 2.07 -0.94
H -0.17 -2.37 -1.86
H 0.02 -0.04 0.59
*
```

As for the energy above the lowest of the compared OMol25 structures with the same formula, charge and spin: 66.1 kcal/mol.

These are the natural (NBO) partial charges, in e, on atoms 1 to 2: -0.819 -0.134


(11)
Here is a cluster of 2 separate species, C7H15N in total from the Open Molecules 2025 dataset. Energies are from ωB97M-V/def2-TZVPD.

ORCA input file:
```
! wB97M-V def2-TZVPD RIJCOSX def2/J DEFGRID3
* xyz 0 1
N -0.16 -1.34 1.36
C -0.48 -2.42 -0.78
C 1.14 -0.57 -0.49
C 0.55 2.59 0.57
C -1.34 -0.09 -0.43
C -0.22 -1.08 -0.08
C 0.10 2.76 1.80
C 1.47 -0.12 -1.69
H 1.45 2.01 0.36
H 0.59 2.31 2.65
H 2.47 0.22 -1.91
H 0.07 3.04 -0.28
H -1.44 -2.82 -0.48
H 0.76 -0.06 -2.50
H -0.78 3.34 2.01
H -1.24 0.81 0.17
H -2.31 -0.54 -0.25
H -0.47 -2.29 -1.86
H -1.04 -1.73 1.68
H 1.89 -0.63 0.29
H -1.29 0.19 -1.48
H 0.00 -0.47 1.86
H 0.29 -3.13 -0.51
*
```

As for the energy above the lowest of the compared OMol25 structures with the same formula, charge and spin: 37.0 kcal/mol.

These are the natural (NBO) partial charges, in e, on atoms 1 to 2: -0.834 -0.595


(12)
Here is a cluster of 2 separate species, C7H15N in total from the Open Molecules 2025 dataset. Energies are from ωB97M-V/def2-TZVPD.

ORCA input file:
```
! wB97M-V def2-TZVPD RIJCOSX def2/J DEFGRID3
* xyz 0 1
N -0.41 -1.32 0.77
C 1.88 0.46 0.46
C 0.50 0.92 -1.61
C 0.81 -1.71 -0.84
C -0.68 0.06 0.47
C -0.73 0.90 1.75
C 0.61 0.34 -0.37
C -1.97 0.26 -0.33
H 1.23 -2.48 -0.20
H 2.76 0.36 -0.17
H 1.64 -1.39 -1.45
H -1.66 0.70 2.28
H 0.10 0.66 2.42
H -2.16 1.31 -0.56
H 1.89 1.43 0.95
H -2.81 -0.11 0.27
H -0.69 1.97 1.52
H 1.29 0.80 -2.34
H 0.03 -2.05 -1.52
H 1.91 -0.31 1.23
H -1.20 -1.89 0.49
H -0.40 1.40 -1.95
H -1.95 -0.30 -1.26
*
```

As for the energy above the lowest of the compared OMol25 structures with the same formula, charge and spin: 114.9 kcal/mol.

These are the natural (NBO) partial charges, in e, on atoms 1 to 2: -0.580 -0.650


Number 1: E_tot -3052.54404 Ha, strongest force on any atom 3.1 eV/Å. Number 2: E_tot -1207.03862 Ha, strongest force on any atom 2.5 eV/Å. Number 3: E_tot -673.19272 Ha, strongest force on any atom 6.4 eV/Å. Number 4: E_tot -564.48305 Ha, strongest force on any atom 5.3 eV/Å. Number 5: E_tot -1188.89663 Ha, strongest force on any atom 2.8 eV/Å. Number 6: E_tot -1214.90443 Ha, strongest force on any atom 9.7 eV/Å. Number 7: E_tot -782.40499 Ha, strongest force on any atom 1.2 eV/Å. Number 8: E_tot -1421.85406 Ha, strongest force on any atom 4.1 eV/Å. Number 9: E_tot -1003.99368 Ha, strongest force on any atom 4.5 eV/Å. Number 10: E_tot -330.36250 Ha, strongest force on any atom 3.4 eV/Å. Number 11: E_tot -330.40889 Ha, strongest force on any atom 0.5 eV/Å. Number 12: E_tot -330.28486 Ha, strongest force on any atom 3.1 eV/Å.